{"formula": "C43H71N8O5S4", "method": "the ωB97M-V functional and the def2-TZVPD basis", "elements": ["C", "C", "C", "O", "H", "H", "H", "H", "H", "H", "H", "C", "S", "O", "C", "H", "H", "H", "H", "H", "H", "C", "S", "O", "C", "H", "H", "H", "H", "H", "H", "C", "S", "O", "C", "H", "H", "H", "H", "H", "H", "C", "S", "O", "C", "H", "H", "H", "H", "H", "H", "N", "C", "C", "C", "C", "H", "H", "H", "H", "H", "N", "C", "C", "C", "C", "H", "H", "H", "H", "H", "N", "C", "C", "C", "C", "H", "H", "H", "H", "H", "N", "C", "C", "C", "C", "H", "H", "H", "H", "H", "N", "C", "C", "C", "C", "H", "H", "H", "H", "H", "N", "C", "C", "C", "C", "H", "H", "H", "H", "H", "N", "C", "C", "C", "C", "H", "H", "H", "H", "H", "N", "C", "C", "C", "C", "H", "H", "H", "H", "H"], "positions_angstrom": [[-1.134169, -0.299740, 0.461490], [0.313807, 0.029181, 0.117370], [0.367072, 1.202303, -0.896432], [1.094224, 0.340047, 1.204512], [-1.293393, -1.251341, 0.982611], [-1.654739, -0.556664, -0.473918], [-1.588373, 0.468280, 1.097930], [0.670747, -0.838166, -0.501668], [1.419098, 1.336192, -1.162619], [-0.027468, 2.129430, -0.468156], [-0.147441, 0.974461, -1.840786], [1.568750, -6.149462, 2.300727], [1.326414, -5.011773, 3.659193], [2.642017, -4.671900, 4.210376], [0.701987, -3.632956, 2.668354], [0.726086, -6.137983, 1.610281], [1.781951, -7.136158, 2.699982], [2.396731, -5.769841, 1.694132], [1.167426, -2.702664, 2.975355], [-0.380816, -3.552291, 2.786279], [0.884944, -3.819873, 1.609455], [2.854686, -0.485709, 6.283621], [4.088211, -0.818180, 5.000689], [4.313139, -2.254607, 4.802925], [3.030462, -0.344835, 3.641789], [3.207525, -0.927616, 7.214501], [2.004598, -1.131314, 6.016661], [2.555504, 0.554980, 6.308405], [2.081535, -0.870321, 3.780272], [3.361583, -0.683535, 2.665618], [2.789972, 0.721444, 3.654670], [-4.025044, 4.613192, 1.263004], [-4.317700, 4.914224, -0.477749], [-4.157630, 6.376491, -0.615547], [-2.809089, 4.212273, -1.115739], [-3.049281, 4.990749, 1.572207], [-4.184399, 3.604235, 1.637961], [-4.756307, 5.273033, 1.741650], [-2.582562, 3.231417, -0.690016], [-1.934218, 4.853401, -1.048390], [-3.005532, 4.027896, -2.176134], [5.445350, -2.479055, 0.021106], [4.306159, -3.846896, 0.358855], [3.910296, -3.689060, 1.780745], [2.970087, -3.261649, -0.660479], [5.631644, -1.883757, 0.911890], [5.129997, -1.796624, -0.764461], [6.379119, -2.967744, -0.263845], [3.314573, -3.129856, -1.690022], [2.591581, -2.291647, -0.310077], [2.079587, -3.892602, -0.637502], [-0.290825, 0.643437, 3.872122], [-0.183618, 1.845112, 4.521459], [-0.737231, 1.715129, 5.769769], [-1.229847, 0.377501, 5.867861], [-0.961027, -0.240612, 4.673357], [0.125300, 0.502202, 2.940759], [0.141775, 2.715111, 3.975992], [-0.905347, 2.481922, 6.506684], [-1.683275, -0.027508, 6.757314], [-1.126819, -1.246751, 4.322455], [0.614090, 3.238497, 1.778383], [-0.560980, 3.908530, 1.537708], [-0.390103, 5.208066, 1.922832], [0.898843, 5.301152, 2.511572], [1.515116, 4.087945, 2.321620], [0.786752, 2.281011, 1.454325], [-1.324497, 3.375380, 0.995947], [-1.228221, 5.889755, 1.945975], [1.352204, 6.187042, 2.922481], [2.509119, 3.782432, 2.593600], [2.164631, -0.518066, -6.172167], [1.498650, -1.611151, -6.663748], [0.754997, -2.132107, -5.633226], [0.880471, -1.243496, -4.527963], [1.832484, -0.319800, -4.852497], [2.954574, -0.086195, -6.613817], [1.801723, -1.976522, -7.630111], [0.184258, -3.045663, -5.647069], [0.481336, -1.364220, -3.531892], [2.194543, 0.540894, -4.318274], [-0.484673, 4.322451, -3.564210], [0.424838, 3.312678, -3.680103], [0.293845, 2.749752, -4.924484], [-0.721648, 3.487785, -5.613348], [-1.155409, 4.469502, -4.761171], [-0.493057, 5.054818, -2.878272], [1.117058, 3.039283, -2.902067], [0.779206, 1.860080, -5.278921], [-1.084741, 3.294211, -6.608745], [-1.819651, 5.303374, -4.909829], [3.745035, 1.299505, 0.642763], [4.279647, 0.867146, -0.530005], [5.464676, 1.532414, -0.740493], [5.660354, 2.357386, 0.387367], [4.574225, 2.221268, 1.201982], [2.857064, 0.941680, 1.023019], [3.632617, 0.207135, -1.090046], [6.115706, 1.430498, -1.591809], [6.512906, 3.002163, 0.528480], [4.324633, 2.661683, 2.149782], [-4.853260, -1.725679, 1.340291], [-5.585204, -2.563956, 0.567320], [-5.015742, -3.798796, 0.672896], [-3.889680, -3.687696, 1.546233], [-3.788240, -2.375155, 1.887053], [-5.041003, -0.748702, 1.468344], [-6.447299, -2.228610, 0.018779], [-5.295623, -4.680506, 0.117498], [-3.185324, -4.472819, 1.766193], [-3.174744, -1.827657, 2.582274], [-2.980988, 1.655787, -3.794650], [-4.166901, 1.738342, -4.426463], [-4.998291, 0.767509, -3.924883], [-4.286145, 0.141658, -2.849065], [-3.044637, 0.683512, -2.813765], [-2.165454, 2.225097, -3.957517], [-4.402153, 2.526917, -5.122675], [-6.036161, 0.583852, -4.138579], [-4.686488, -0.575597, -2.147273], [-2.222998, 0.479541, -2.154038], [-2.803671, -3.685486, -1.526789], [-2.368544, -4.955474, -1.338952], [-1.256510, -5.127714, -2.106634], [-0.946652, -3.868056, -2.686096], [-1.960154, -3.022045, -2.367091], [-3.599001, -3.276204, -1.062155], [-2.902492, -5.681595, -0.750850], [-0.704966, -6.050380, -2.186004], [-0.100124, -3.667053, -3.320227], [-2.241958, -2.034280, -2.695595]], "forces_ev_per_angstrom": [[-0.2620, -0.9340, -0.1846], [0.2141, 0.4257, -0.4757], [-0.0118, -0.5364, -0.2523], [-0.0652, 0.1161, 0.4899], [0.6713, 0.0665, 0.3986], [-0.3392, 0.7572, 0.1395], [-0.2048, 0.1761, -0.4527], [0.1444, -0.0042, 0.4717], [-0.0004, 0.2662, 0.1242], [0.0142, -0.0696, -0.1654], [-0.1153, 0.0719, 0.1504], [0.3369, 0.2865, -0.8929], [-0.8486, -0.0465, 0.4583], [0.3674, -0.0735, 0.2546], [-0.2902, -0.0389, -0.6639], [-0.4050, -0.2599, 0.3403], [-0.0305, -0.0513, -0.0522], [0.2603, -0.0840, 0.3793], [0.2161, -0.0508, 0.0801], [0.0124, -0.0937, 0.2049], [0.2162, 0.2554, 0.0417], [-0.5765, -1.7229, -0.4002], [0.7006, 1.3274, -0.5928], [-0.0455, -0.7286, 0.6080], [-1.2321, 0.0367, 0.0128], [0.3189, 0.5639, 0.1481], [-0.1028, 0.3910, -0.0256], [0.1334, 0.1418, 0.1462], [0.0144, 0.0351, 0.1303], [0.6554, 0.1120, 0.1213], [0.2333, -0.0048, -0.0539], [-0.2338, 0.6419, 0.8029], [0.3951, -0.4871, 0.3973], [-0.1767, 0.7450, -0.2360], [0.0978, -0.9467, -1.0116], [0.0050, -0.1733, -0.2578], [0.0402, -0.1654, -0.3751], [-0.0396, -0.1664, -0.0036], [-0.1748, 0.0777, 0.0933], [-0.2144, 0.3216, 0.4948], [0.0613, 0.0701, 0.0242], [0.6429, -0.1093, -0.4335], [0.1056, 0.3431, 0.4223], [-0.2567, -0.2245, -0.1738], [-0.9573, 0.9286, -0.4072], [-0.3095, -0.2427, 0.2724], [-0.1325, -0.1633, -0.0929], [0.0824, 0.2374, -0.0648], [-0.0062, -0.2138, 0.0503], [0.4052, 0.0142, 0.1713], [0.3590, -0.4674, 0.0035], [-0.1285, 0.7025, 0.0297], [-0.2058, -0.0632, -0.1035], [-0.4095, -0.4121, -0.0711], [0.1390, 0.4593, 0.1797], [0.5254, -0.2491, -0.2930], [-0.0993, -0.3943, -0.1245], [0.2504, -0.0474, 0.2736], [0.2184, 0.1234, -0.0169], [-0.1459, -0.2393, -0.1581], [-0.0055, -0.0613, 0.1653], [-0.3423, 0.0084, -0.7532], [0.9903, -0.8491, -0.4861], [-0.9008, -0.1467, 0.7310], [0.1594, 0.4232, -0.5293], [-0.0468, 0.2351, 0.5293], [0.2439, -0.3751, 0.2540], [-0.2013, 0.1964, 0.2907], [0.4175, 0.4319, -0.0597], [0.0243, -0.0058, 0.0835], [-0.0027, -0.1008, -0.0378], [0.1114, 0.1714, 0.3711], [0.8080, -0.2129, 0.4666], [-0.4350, 0.2407, -0.2747], [0.6989, -0.5672, 0.5281], [-0.3436, 0.3004, -0.6114], [-0.1101, 0.1275, -0.1584], [-0.3683, -0.1809, -0.0652], [-0.1640, 0.0941, -0.1423], [-0.2440, 0.0294, -0.1190], [0.1589, -0.1052, 0.1416], [-0.0111, 0.5393, -0.7107], [0.3232, -0.4434, -0.1371], [-0.6417, 0.2746, -0.0044], [0.1762, -0.0856, 0.2089], [0.1576, -0.0723, 0.1107], [0.1400, -0.1799, 0.2892], [-0.1800, 0.1218, 0.2189], [0.0894, 0.0674, -0.0478], [-0.0135, 0.0684, -0.0257], [-0.1722, -0.1006, 0.0234], [0.1340, 0.0832, 0.2263], [-0.8759, 0.0942, 0.0528], [-0.1290, -0.4901, -0.1811], [0.6195, 0.5865, -0.2704], [-0.2955, -0.3752, 0.3615], [-0.3601, -0.0074, -0.1994], [0.4893, -0.1387, -0.3577], [0.0397, -0.0215, -0.0259], [-0.0645, 0.0633, 0.1574], [0.1609, 0.0670, 0.0838], [0.0770, 0.8192, -0.1048], [-0.2784, -0.1376, -0.1058], [0.3062, -0.6016, -0.0295], [0.1248, -0.3770, -0.6664], [-0.4227, 0.3600, 0.8908], [0.0203, 0.0566, -0.0295], [-0.0223, 0.0411, -0.0203], [-0.1864, -0.0172, 0.1446], [-0.0292, 0.0331, 0.1549], [0.3141, -0.1721, -0.0884], [0.7794, -0.3686, 1.0794], [-0.9338, -0.0713, -0.5430], [0.0774, 0.0872, 1.0134], [-0.7334, -0.2168, -0.3591], [0.3803, 0.5919, -0.2857], [-0.0340, 0.0476, -0.2205], [0.2607, -0.1277, -0.2026], [-0.0311, 0.1422, -0.2880], [0.1085, -0.1479, -0.1583], [0.1621, 0.1048, -0.0515], [-0.3941, 0.2997, 0.0851], [-0.3249, -0.4769, -0.1644], [0.6881, -0.0876, 0.4074], [0.3786, -0.6032, -0.7796], [-0.5011, 0.5398, 0.3048], [0.0261, -0.0494, -0.0180], [-0.0933, 0.1350, 0.1280], [0.1215, 0.0634, -0.0226], [-0.0526, 0.0938, -0.0853], [0.3616, 0.1052, 0.0381]], "charge": -1, "lumo_ev": 1.96, "e_homo_ev": -5.73, "homo_lumo_gap_ev": 7.69, "molar_mass_g_mol": 908.360}